C15H19N3O2 | ωB97M-V with the def2-TZVPD basis set

```
39
Properties=species:S:1:pos:R:3:lowdin_charge:R:1
C 0.8185 -1.7399 -5.1123 -0.07
O 1.1923 -2.2866 -3.8677 -0.07
C 0.7180 -1.7845 -2.6948 -0.19
C 1.0080 -2.5733 -1.5833 0.01
C 0.6245 -2.2130 -0.3092 -0.02
C -0.0667 -1.0261 -0.1154 -0.17
C -0.4901 -0.6287 1.2230 -0.27
N -1.2421 -1.3361 2.0202 0.07
N -1.4321 -0.6347 3.1469 0.06
C -0.7932 0.4961 3.0416 -0.31
N -0.1658 0.5634 1.8265 0.05
C 0.7269 1.5808 1.3318 -0.12
C 0.2498 2.9770 1.7281 -0.17
C 0.7073 3.3857 3.1309 -0.21
C 0.5647 2.2780 4.1781 -0.20
C -0.7748 1.5459 4.0941 -0.12
C -0.3787 -0.2330 -1.2165 0.02
C 0.0011 -0.5873 -2.5036 -0.18
O -0.2875 0.1869 -3.6025 -0.12
C -1.0923 1.3263 -3.4372 -0.08
H 1.2660 -2.3997 -5.8557 0.09
H -0.2661 -1.7325 -5.2402 0.10
H 1.2048 -0.7274 -5.2448 0.09
H 1.5485 -3.4894 -1.7604 0.12
H 0.8504 -2.8444 0.5344 0.12
H 0.7694 1.4804 0.2446 0.11
H 1.7381 1.4033 1.7182 0.14
H 0.6335 3.7031 1.0090 0.11
H -0.8403 2.9999 1.6652 0.12
H 0.1227 4.2540 3.4422 0.11
H 1.7549 3.6931 3.0920 0.11
H 1.3723 1.5505 4.0734 0.11
H 0.6657 2.7271 5.1678 0.11
H -1.5812 2.2637 3.9152 0.12
H -0.9951 1.0409 5.0358 0.12
H -0.9585 0.6636 -1.0597 0.11
H -0.6041 2.0819 -2.8118 0.09
H -2.0692 1.0750 -3.0118 0.10
H -1.2304 1.7301 -4.4393 0.10
```

relative energy (zero: lowest compared OMol25 entry of this formula, charge and spin): 237.6 kJ/mol
molecular weight: 273.34 g mol⁻¹
SMILES: COc1ccc(-c2nnc3n2CCCCC3)cc1OC
calculated total energy: -24427.749 eV
gap between HOMO and LUMO: 8.619 eV
E_HOMO: -8.08 eV

***

C47H70ClFN6O4S | ωB97M-V with the def2-TZVPD basis set

```
130
Properties=species:S:1:pos:R:3:lowdin_charge:R:1
C 1.6300 -3.3502 0.2936 -0.08
C 2.4230 -2.6582 1.4013 -0.23
C 2.2434 -1.1318 1.5728 -0.59
Cl 3.7878 -0.2450 1.2903 0.66
C 1.0633 -0.5436 0.8325 -0.13
C 1.1584 -0.2118 -0.5221 -0.20
N 2.3414 -0.3923 -1.2853 0.09
C 0.0576 0.3558 -1.1540 -0.01
C -1.1316 0.5702 -0.4645 -0.02
C -1.2828 0.1516 0.8579 -0.07
C -2.6167 0.3306 1.5455 -0.08
C -3.6920 -0.7311 1.2250 -0.34
C -4.3907 -1.3349 2.4422 -0.02
F -3.1599 -1.7583 0.4404 -0.02
C -0.1605 -0.3891 1.5223 -0.07
C -0.3174 -0.8039 2.9687 -0.14
C -0.9119 -2.2089 3.0946 -0.16
C -0.7937 -2.7853 4.5122 -0.26
N -0.9297 -1.7487 5.5468 0.00
C -2.2139 1.2685 -1.2218 -0.24
O -3.3897 0.9962 -1.1075 0.12
C -1.7429 2.3462 -2.1480 -0.02
C -2.4372 3.5452 -2.3217 -0.13
C -3.6876 3.9383 -1.5831 -0.13
C -3.3734 4.7035 -0.2772 -0.16
C -3.4526 3.8165 0.9660 -0.19
C -4.0202 4.5395 2.1769 -0.14
N -3.7199 3.8785 3.4389 -0.11
C -4.4381 4.0794 4.5799 -0.11
C -3.8866 3.3352 5.5833 -0.10
C -2.7808 2.6531 5.0332 -0.10
C -2.7001 3.0093 3.7148 -0.11
C -1.8980 4.4688 -3.2043 0.04
C -0.7219 4.2102 -3.8803 -0.18
N -0.1883 5.2110 -4.7713 0.12
C 0.2236 6.2535 -4.3126 -0.78
S 0.7183 7.6166 -3.7507 0.77
C -0.0327 3.0129 -3.7403 -0.11
C 1.2580 2.8032 -4.4775 -0.09
C 2.5048 3.3235 -3.7192 -0.05
C 2.4543 3.1144 -2.2358 -0.49
O 3.0678 2.2656 -1.6336 0.08
O 1.6453 3.9915 -1.6046 0.12
C -0.5667 2.0932 -2.8486 -0.03
C 0.1163 0.7904 -2.5823 -0.26
O 0.6596 0.1675 -3.4646 0.14
H 1.7830 -4.4242 0.3914 0.08
H 1.9502 -3.0707 -0.7046 0.07
H 0.5609 -3.1819 0.3984 0.06
H 2.1038 -3.1106 2.3425 0.10
H 3.4780 -2.8983 1.2993 0.09
H 2.0875 -0.9440 2.6187 0.06
H 2.7836 -1.2747 -1.0892 0.06
H 3.0077 0.3543 -1.1371 0.03
H -2.5051 0.4059 2.6191 0.09
H -3.0181 1.2809 1.2074 0.08
H -4.4510 -0.2496 0.6156 0.12
H -5.4558 -1.4305 2.2427 0.08
H -4.0121 -2.3297 2.6583 0.06
H -4.2813 -0.6827 3.3058 0.08
H 0.6338 -0.8132 3.4911 0.10
H -0.9330 -0.0907 3.5010 0.10
H -0.4266 -2.8802 2.3902 0.09
H -1.9712 -2.1424 2.8775 0.08
H -1.6200 -3.4775 4.6569 0.11
H 0.1449 -3.3387 4.6074 0.10
H -1.2350 -2.1750 6.4105 0.06
H -0.0363 -1.3176 5.7434 0.06
H -4.3054 3.0783 -1.3549 0.10
H -4.2738 4.5815 -2.2363 0.11
H -4.0765 5.5322 -0.1836 0.11
H -2.3793 5.1418 -0.3466 0.12
H -2.4500 3.4744 1.2183 0.10
H -4.0497 2.9266 0.7776 0.11
H -3.6967 5.5811 2.2059 0.13
H -5.1068 4.5592 2.0867 0.13
H -5.2913 4.7301 4.6463 0.11
H -4.2382 3.2743 6.5975 0.09
H -2.1184 1.9653 5.5280 0.09
H -1.9702 2.6869 2.9982 0.10
H -2.4076 5.4099 -3.3595 0.13
H 1.2016 3.3518 -5.4142 0.12
H 1.3953 1.7596 -4.7249 0.11
H 3.3811 2.7925 -4.0784 0.12
H 2.6547 4.3826 -3.9277 0.12
H 1.5313 3.6565 -0.7026 0.14
C -2.2428 -4.9729 0.9939 -0.09
C -2.7959 -6.2039 0.2971 -0.27
N -3.5978 -7.0408 1.1727 -0.20
C -3.9219 -8.3324 0.5951 -0.25
C -4.8177 -8.3686 -0.6500 -0.09
C -4.6797 -6.3622 1.8648 -0.25
C -5.7407 -5.6428 1.0192 -0.08
H -1.6589 -5.2497 1.8746 0.08
H -1.5961 -4.4184 0.3121 0.07
H -3.0308 -4.2868 1.3029 0.05
H -1.9610 -6.8133 -0.0602 0.12
H -3.3433 -5.8775 -0.6016 0.10
H -4.3748 -8.9469 1.3782 0.11
H -2.9733 -8.8200 0.3497 0.11
H -5.8625 -8.1764 -0.4095 0.05
H -4.7691 -9.3594 -1.1058 0.07
H -4.5001 -7.6471 -1.4030 0.07
H -4.2359 -5.6308 2.5447 0.10
H -5.1659 -7.0939 2.5151 0.11
H -5.2927 -5.0731 0.2039 0.07
H -6.2928 -4.9383 1.6448 0.07
H -6.4670 -6.3330 0.5926 0.05
C 6.1333 2.7358 -1.2698 -0.09
C 6.6125 1.8042 -2.3693 -0.27
N 7.5526 2.4250 -3.2872 -0.20
C 7.8014 1.6323 -4.4772 -0.25
C 8.4944 0.2728 -4.3160 -0.09
C 8.7188 3.0344 -2.6735 -0.25
C 9.6328 2.1441 -1.8188 -0.08
H 5.6911 3.6396 -1.6920 0.08
H 5.3719 2.2338 -0.6770 0.05
H 6.9367 3.0299 -0.5922 0.07
H 5.7434 1.4928 -2.9558 0.11
H 7.0115 0.8876 -1.9047 0.10
H 8.3780 2.2454 -5.1758 0.11
H 6.8329 1.4670 -4.9598 0.11
H 9.5612 0.3765 -4.1223 0.05
H 8.3887 -0.3024 -5.2379 0.07
H 8.0542 -0.3166 -3.5114 0.07
H 8.3751 3.8643 -2.0522 0.10
H 9.3064 3.5000 -3.4689 0.11
H 9.0604 1.4870 -1.1627 0.07
H 10.2661 2.7684 -1.1855 0.07
H 10.2930 1.5259 -2.4254 0.05
```

molecular weight: 869.63 g mol⁻¹
SMILES: CC[C@@H](Cl)c1c(N)c2c(c(C[C@H](C)F)c1CCCN)C(=O)c1c(CCCCn3cccc3)cc(N=C=S)c(CCC(=O)O)c1C2=O.CCN(CC)CC.CCN(CC)CC
calculated total energy: -93080.518 eV
gap between HOMO and LUMO: 7.403 eV
E_HOMO: -7.98 eV

***

C23H44N4O5P | ωB97M-V with the def2-TZVPD basis set

```
77
Properties=species:S:1:pos:R:3:lowdin_charge:R:1
C -4.9329 0.3637 2.6481 0.03
C -4.2775 -0.1318 1.4073 -0.11
C -2.7220 0.1185 0.9526 -0.03
N -1.4307 -0.6047 1.3894 0.04
C -0.2847 0.0277 0.5991 -0.07
N -0.6678 1.1504 -0.3717 -0.02
C -2.1954 1.2372 -0.1738 -0.14
P -3.2112 2.5025 -1.1942 0.76
O -3.6507 3.6896 -0.1971 -0.38
O -2.1950 3.1345 -2.5072 -0.23
O -4.6989 1.7667 -1.8263 -0.23
H -6.0518 0.0034 2.8565 0.10
H -4.4821 1.1104 3.4288 0.09
H -4.9527 -0.7730 0.6612 0.13
H -1.3657 -1.3975 2.0953 0.16
H 0.8475 -0.3190 0.6859 0.13
H -0.0555 1.7019 -1.0296 0.13
H -1.6893 2.3777 -2.9419 0.08
H -4.9493 2.2253 -2.6871 0.09
C 0.7140 6.1161 -1.9804 -0.03
C 1.5613 5.3834 -0.9021 -0.45
C 2.5679 6.3746 -0.2579 -0.12
C 3.7494 6.7206 -1.1611 -0.17
C 4.4326 5.4598 -1.6779 -0.12
C 3.4500 4.4667 -2.3544 -0.46
N 2.2363 4.1933 -1.5187 0.06
O 2.6236 3.3310 -0.4757 0.04
C 3.0265 5.0203 -3.7433 -0.03
C 4.2424 3.1646 -2.7143 -0.03
C 0.5124 4.9865 0.1894 -0.03
H -0.1780 6.5874 -1.5492 0.10
H 1.2590 6.9238 -2.4751 0.07
H 0.3500 5.4214 -2.7458 0.09
H 2.9646 5.9501 0.6749 0.13
H 2.0549 7.3025 0.0265 0.14
H 3.4228 7.3472 -1.9971 0.11
H 4.4738 7.3209 -0.5976 0.13
H 5.2247 5.7467 -2.3808 0.14
H 4.9385 4.9692 -0.8360 0.13
H 2.2595 4.3856 -4.2028 0.09
H 3.8772 5.0483 -4.4329 0.10
H 2.6479 6.0414 -3.7108 0.06
H 4.7219 2.7092 -1.8414 0.08
H 5.0460 3.3766 -3.4281 0.09
H 3.5846 2.4182 -3.1742 0.09
H -0.2267 4.2832 -0.2103 0.07
H -0.0305 5.8695 0.5497 0.10
H 0.9734 4.5362 1.0760 0.08
C 1.3021 -5.8631 1.8956 -0.04
C -0.0726 -6.0746 2.5904 -0.47
C -0.6203 -7.4889 2.2583 -0.13
C -1.1554 -7.6194 0.8342 -0.18
C -2.1676 -6.5222 0.5257 -0.14
C -1.6310 -5.0960 0.8209 -0.48
N -1.0142 -4.9796 2.1819 -0.04
O -2.0615 -4.9410 3.1215 -0.03
C -0.5976 -4.6944 -0.2681 -0.04
C -2.8003 -4.0783 0.5977 -0.05
C 0.2720 -6.0388 4.1165 -0.05
H 2.1333 -6.2222 2.5152 0.08
H 1.3900 -6.4037 0.9500 0.07
H 1.4993 -4.8013 1.7096 0.08
H -1.4321 -7.7473 2.9526 0.13
H 0.1620 -8.2431 2.4139 0.13
H -0.3335 -7.5938 0.1115 0.10
H -1.6339 -8.5988 0.7141 0.12
H -2.4707 -6.6027 -0.5257 0.13
H -3.0737 -6.7099 1.1167 0.13
H -0.1319 -3.7301 -0.0322 0.08
H -1.0772 -4.5897 -1.2474 0.09
H 0.1946 -5.4283 -0.4119 0.06
H -3.6770 -4.3032 1.2142 0.08
H -3.1454 -4.0960 -0.4419 0.09
H -2.4781 -3.0542 0.8183 0.05
H 0.6637 -5.0585 4.4101 0.09
H 1.0345 -6.7884 4.3630 0.09
H -0.5912 -6.2699 4.7512 0.08
```

net charge: +1
molecular weight: 487.60 g mol⁻¹
2S+1: 3
calculated total energy: -50031.112 eV
gap between HOMO and LUMO (spin up / spin down): 2.897 / 2.454 eV
<S²>: 2.42
E_HOMO (spin up / spin down): -8.87 / -10.16 eV

***

C10H11F6NO5 | ωB97M-V with the def2-TZVPD basis set

```
33
Properties=species:S:1:pos:R:3:lowdin_charge:R:1
O 1.8286 -1.9762 0.5353 0.13
C 1.8547 -0.7889 0.4094 -0.42
N 3.0190 0.0248 0.4533 0.07
C 2.5369 1.3670 0.8277 -0.17
C 1.1859 1.5221 0.1205 -0.11
C 0.5971 0.0973 0.2302 -0.13
C -0.2841 -0.0505 1.4509 -0.24
O 0.1201 0.0463 2.5719 0.19
C -1.8035 -0.3225 1.2453 -0.37
F -2.2327 -1.1821 2.1770 0.17
F -2.0198 -0.8779 0.0275 0.13
C -2.6170 0.9868 1.3587 -0.34
F -2.5183 1.3916 2.6299 0.18
F -2.0174 1.9112 0.5594 0.15
C -4.1341 0.9984 0.9944 -0.36
F -4.6093 2.1537 1.4797 0.16
F -4.7323 -0.0244 1.6393 0.16
C -4.5068 0.9565 -0.5107 -0.43
O -4.8878 1.9217 -1.0935 0.18
O -4.3754 -0.2700 -1.0161 0.15
H 3.4697 0.0282 -0.4601 0.13
H 3.2609 2.1417 0.5678 0.12
H 2.4106 1.3798 1.9129 0.12
H 1.3785 1.7208 -0.9397 0.12
H 0.5545 2.3256 0.5007 0.12
H 0.0687 -0.2007 -0.6748 0.15
H -4.5833 -0.2152 -1.9645 0.15
C 3.7251 -2.7151 -2.2234 -0.15
O 3.7196 -1.6345 -3.1542 -0.13
H 2.8784 -2.5649 -1.5611 0.05
H 3.6141 -3.6826 -2.7188 0.08
H 4.6367 -2.7224 -1.6206 0.08
H 4.4627 -1.7455 -3.7540 0.07
```

relative energy (zero: lowest compared OMol25 entry of this formula, charge and spin): 0.0 kJ/mol
molecular weight: 339.19 g mol⁻¹
SMILES: O=C1NCC[C@@H]1C(=O)C(F)(F)C(F)(F)C(F)(F)C(=O)O.CO
calculated total energy: -38580.372 eV
gap between HOMO and LUMO: 10.324 eV
E_HOMO: -10.21 eV